1.
C65H157BN11O28 | wB97M-V/def2-TZVPD

Computed properties:
* spin multiplicity: 1
* net charge: -1
* E_LUMO: 2.0 eV
* M: 1551.83 g/mol
* max |F|: 3.06 eV Å⁻¹
* Kohn-Sham gap: 7.99 eV
* E_tot: -144340.52414 eV

Geometry (Å):
O1 3.78 -2.41 1.57
C1 2.82 -2.62 0.88
O2 1.94 -1.72 0.54
B1 0.89 -2.32 -0.26
O3 1.34 -3.70 -0.51
C2 2.51 -3.88 0.11
O4 3.07 -4.93 0.23
O5 0.76 -1.61 -1.54
C3 -0.35 -0.92 -1.58
O6 -0.60 -0.04 -2.35
C4 -1.23 -1.39 -0.38
O7 -0.48 -2.22 0.32
O8 -2.35 -1.03 -0.18
C5 -8.44 4.08 4.35
O9 -7.43 3.97 3.36
C6 -8.00 4.28 2.11
C7 -7.04 4.02 0.93
N1 -6.28 2.81 1.06
C8 -7.05 1.58 1.34
C9 -6.15 0.39 1.49
O10 -5.35 0.53 2.67
C10 -4.50 -0.57 2.94
H1 -8.06 3.78 5.33
H2 -9.27 3.40 4.12
H3 -8.81 5.10 4.47
H4 -8.37 5.31 2.01
H5 -8.89 3.64 2.01
H6 -6.54 4.94 0.63
H7 -7.83 4.06 0.15
H8 -5.86 2.57 0.16
H9 -7.75 1.35 0.52
H10 -7.68 1.82 2.20
H11 -5.44 0.36 0.66
H12 -6.67 -0.58 1.56
H13 -5.11 -1.47 3.11
H14 -4.09 -0.35 3.92
H15 -3.78 -0.69 2.12
C11 2.69 -2.40 -10.10
O11 2.81 -1.41 -9.11
C12 3.73 -1.77 -8.08
C13 3.05 -2.68 -7.06
N2 2.77 -1.91 -5.80
C14 2.07 -2.64 -4.77
C15 2.87 -3.76 -4.05
O12 2.99 -4.92 -4.84
C16 1.87 -5.80 -4.73
H16 3.64 -2.74 -10.54
H17 2.08 -2.06 -10.93
H18 2.27 -3.31 -9.66
H19 3.96 -0.86 -7.52
H20 4.66 -2.19 -8.47
H21 3.74 -3.40 -6.62
H22 2.19 -3.21 -7.46
H23 3.63 -1.48 -5.49
H24 1.05 -2.89 -5.10
H25 1.81 -1.89 -4.02
H26 2.45 -3.99 -3.07
H27 3.86 -3.33 -3.88
H28 1.95 -6.49 -5.57
H29 0.93 -5.26 -4.80
H30 1.98 -6.37 -3.81
C17 2.69 1.23 -3.90
O13 3.74 0.42 -4.34
C18 4.74 1.05 -5.13
C19 6.04 0.24 -5.08
N3 6.49 0.21 -3.69
C20 7.56 -0.78 -3.50
C21 7.12 -2.17 -3.07
O14 6.32 -2.08 -1.92
C22 5.78 -3.30 -1.47
H31 2.08 1.64 -4.70
H32 3.15 2.04 -3.31
H33 1.94 0.72 -3.29
H34 4.89 2.06 -4.73
H35 4.29 1.20 -6.12
H36 6.68 0.83 -5.73
H37 5.91 -0.78 -5.46
H38 5.69 -0.12 -3.14
H39 8.29 -0.39 -2.78
H40 8.12 -0.76 -4.44
H41 7.97 -2.84 -2.87
H42 6.67 -2.71 -3.92
H43 5.03 -3.66 -2.19
H44 5.36 -3.14 -0.48
H45 6.47 -4.14 -1.37
C23 -5.21 4.86 6.27
O15 -4.99 5.01 4.90
C24 -4.70 6.31 4.49
C25 -5.05 6.52 3.04
N4 -4.43 5.52 2.13
C26 -2.98 5.40 2.10
C27 -2.63 4.32 1.08
O16 -3.28 3.09 1.43
C28 -2.73 2.04 0.64
H46 -5.52 3.85 6.52
H47 -5.94 5.63 6.57
H48 -4.34 5.12 6.89
H49 -3.64 6.56 4.61
H50 -5.23 7.06 5.08
H51 -4.61 7.51 2.83
H52 -6.11 6.51 2.81
H53 -4.60 5.99 1.24
H54 -2.55 5.09 3.06
H55 -2.39 6.29 1.81
H56 -1.58 4.05 1.03
H57 -3.02 4.65 0.11
H58 -2.65 2.20 -0.44
H59 -3.25 1.11 0.84
H60 -1.69 1.86 0.95
C29 -4.45 1.36 -2.33
O17 -5.12 2.25 -1.48
C30 -5.18 3.59 -1.98
C31 -6.37 3.58 -3.00
N5 -7.63 3.16 -2.41
C32 -8.72 3.28 -3.37
C33 -10.00 2.87 -2.64
O18 -9.82 1.48 -2.41
C34 -10.89 0.90 -1.66
H61 -5.07 0.70 -2.95
H62 -4.07 0.58 -1.65
H63 -3.62 1.77 -2.91
H64 -4.25 3.88 -2.49
H65 -5.44 4.26 -1.16
H66 -6.05 2.79 -3.68
H67 -6.47 4.58 -3.42
H68 -7.62 2.17 -2.17
H69 -8.64 2.61 -4.24
H70 -8.77 4.29 -3.78
H71 -10.92 3.00 -3.22
H72 -9.97 3.40 -1.68
H73 -10.66 -0.16 -1.53
H74 -11.80 1.11 -2.24
H75 -10.93 1.38 -0.68
C35 1.53 1.46 9.41
O19 1.91 2.12 8.23
C36 3.27 1.93 7.95
C37 3.80 2.69 6.74
N6 3.03 2.42 5.51
C38 3.42 1.13 4.97
C39 2.66 0.76 3.73
O20 1.29 0.61 4.17
C40 0.38 0.28 3.16
H76 0.54 1.79 9.70
H77 2.27 1.61 10.21
H78 1.47 0.37 9.30
H79 3.49 0.85 7.95
H80 3.90 2.26 8.79
H81 4.86 2.43 6.63
H82 3.67 3.75 7.00
H83 3.36 3.13 4.86
H84 3.43 0.34 5.73
H85 4.47 1.11 4.62
H86 2.99 -0.20 3.32
H87 2.68 1.54 2.97
H88 -0.13 1.12 2.69
H89 -0.36 -0.38 3.61
H90 0.88 -0.26 2.34
C41 1.62 5.67 -0.11
O21 2.77 5.19 0.50
C42 3.87 5.24 -0.40
C43 5.05 4.52 0.25
N7 6.06 4.04 -0.71
C44 5.76 2.74 -1.29
C45 6.03 1.56 -0.33
O22 4.96 1.12 0.50
C46 3.76 0.69 -0.10
H91 1.78 6.64 -0.62
H92 0.75 5.81 0.53
H93 1.26 5.01 -0.91
H94 4.00 6.28 -0.69
H95 3.64 4.65 -1.30
H96 4.68 3.69 0.85
H97 5.52 5.29 0.86
H98 6.91 3.97 -0.16
H99 6.32 2.54 -2.20
H100 4.71 2.53 -1.51
H101 6.92 1.66 0.30
H102 6.19 0.72 -1.02
H103 3.00 0.72 0.68
H104 3.84 -0.34 -0.48
H105 3.36 1.20 -0.98
C47 -4.03 -1.78 7.39
O23 -3.31 -2.83 6.79
C48 -3.93 -3.29 5.62
C49 -2.93 -4.10 4.77
N8 -1.59 -3.51 4.85
C50 -0.65 -4.13 3.91
C51 0.67 -3.40 3.99
O24 1.43 -3.59 5.16
C52 2.63 -2.81 5.13
H106 -5.06 -2.07 7.65
H107 -4.21 -0.96 6.68
H108 -3.46 -1.49 8.26
H109 -4.25 -2.41 5.04
H110 -4.86 -3.86 5.77
H111 -3.23 -4.17 3.71
H112 -2.86 -5.18 4.94
H113 -1.77 -2.55 4.58
H114 -1.05 -4.05 2.89
H115 -0.53 -5.13 4.33
H116 0.53 -2.32 3.86
H117 1.24 -3.69 3.09
H118 3.08 -2.80 4.13
H119 3.21 -3.15 5.98
H120 2.38 -1.76 5.33
C53 4.15 -7.16 -1.83
O25 4.31 -7.32 -0.45
H121 3.31 -7.70 -2.26
H122 3.99 -6.10 -2.06
H123 5.08 -7.43 -2.34
H124 3.94 -6.56 0.01
C54 6.72 -1.66 3.67
C55 6.96 -0.90 2.37
C56 8.44 -0.54 2.14
O26 8.89 0.52 2.96
C57 10.24 0.81 2.68
N9 6.51 -1.80 1.30
H125 5.69 -2.00 3.77
H126 7.01 -0.97 4.47
H127 7.40 -2.51 3.72
H128 6.45 0.07 2.33
H129 8.56 -0.35 1.07
H130 9.03 -1.43 2.35
H131 10.37 0.78 1.59
H132 10.93 0.06 3.08
H133 10.51 1.76 3.15
H134 5.50 -1.93 1.39
H135 6.68 -1.27 0.44
C58 -1.61 3.70 -5.84
C59 -1.75 2.38 -5.04
C60 -2.92 1.53 -5.56
O27 -4.14 2.22 -5.69
C61 -5.18 1.35 -6.04
N10 -0.43 1.79 -4.86
H136 -1.58 3.46 -6.91
H137 -0.76 4.35 -5.66
H138 -2.47 4.34 -5.64
H139 -1.97 2.78 -4.04
H140 -3.02 0.63 -4.95
H141 -2.58 1.19 -6.56
H142 -5.35 0.57 -5.29
H143 -5.18 0.90 -7.04
H144 -6.08 1.96 -6.12
H145 -0.45 0.88 -4.40
H146 -0.08 1.66 -5.81
C62 0.02 -6.93 0.45
C63 -0.54 -6.56 -0.93
C64 -1.33 -7.77 -1.40
O28 -0.46 -8.81 -1.84
C65 -1.03 -10.08 -1.86
N11 -1.31 -5.32 -0.74
H147 -0.80 -6.98 1.17
H148 0.76 -6.24 0.85
H149 0.46 -7.93 0.44
H150 0.24 -6.39 -1.68
H151 -2.06 -7.53 -2.19
H152 -1.90 -8.24 -0.59
H153 -1.84 -10.21 -2.59
H154 -1.54 -10.36 -0.92
H155 -0.26 -10.83 -1.97
H156 -2.01 -5.22 -1.47
H157 -0.67 -4.55 -0.85

Löwdin atomic charge list, values in e, 5 entries: O 0.120; C -0.392; O 0.230; B -0.905; O 0.212

***

2.
C65H50F4NOP3Pd | wB97M-V/def2-TZVPD

Computed properties:
* spin multiplicity: 1
* energy above the lowest of the compared OMol25 structures with the same formula, charge and spin: 0.0 kcal/mol
* E_LUMO: -3.2 eV
* M: 1136.46 g/mol
* max |F|: 2.17 eV Å⁻¹
* Kohn-Sham gap: 3.14 eV
* E_tot: -113968.40274 eV

Geometry (Å):
C1 6.07 -7.14 5.92
C2 4.84 -6.96 6.55
C3 3.77 -6.39 5.85
C4 3.91 -6.03 4.50
P1 2.48 -5.57 3.46
C5 1.14 -6.42 4.36
C6 0.40 -5.81 5.37
C7 -0.49 -6.58 6.13
C8 -0.66 -7.94 5.85
C9 0.05 -8.53 4.81
C10 0.94 -7.78 4.05
C11 2.17 -3.84 3.55
C12 0.91 -3.26 3.44
N1 -0.15 -2.75 3.34
O1 2.65 -6.14 2.08
C13 5.16 -6.19 3.88
C14 6.23 -6.74 4.58
H1 6.91 -7.60 6.46
H2 4.70 -7.25 7.59
H3 2.80 -6.26 6.34
H4 0.52 -4.74 5.56
H5 -1.06 -6.11 6.94
H6 -1.37 -8.53 6.43
H7 -0.09 -9.58 4.56
H8 1.49 -8.22 3.22
H9 3.00 -3.26 3.98
H10 5.28 -5.90 2.83
H11 7.18 -6.88 4.08
F1 -0.04 -1.29 -6.05
C15 0.33 -0.32 -5.14
C16 0.74 0.92 -5.66
C17 1.15 1.85 -4.73
F2 1.68 3.03 -5.19
C18 1.29 1.59 -3.35
C19 0.88 0.29 -2.86
C20 1.30 -0.09 -1.52
C21 1.08 -1.34 -0.94
C22 1.83 -1.84 0.14
C23 2.99 -1.17 0.61
C24 3.32 -1.26 1.99
C25 4.35 -0.53 2.53
F3 4.69 -0.72 3.85
C26 5.08 0.40 1.79
C27 4.77 0.49 0.44
F4 5.38 1.48 -0.30
C28 3.84 -0.34 -0.18
Pd1 -0.70 1.77 -2.22
P2 -2.93 1.47 -2.55
C29 -3.11 -0.10 -3.45
C30 -2.99 -1.30 -2.73
C31 -2.94 -2.52 -3.42
C32 -3.04 -2.54 -4.81
C33 -3.20 -1.35 -5.52
C34 -3.26 -0.13 -4.84
C35 -4.14 1.30 -1.22
C36 -5.32 0.55 -1.42
C37 -6.29 0.50 -0.43
C38 -6.11 1.19 0.78
C39 -4.92 1.89 1.00
C40 -3.93 1.92 0.02
C41 -3.51 2.78 -3.68
C42 -4.79 3.36 -3.55
C43 -5.14 4.43 -4.37
C44 -4.23 4.96 -5.29
C45 -2.96 4.39 -5.42
C46 -2.61 3.28 -4.64
P3 -0.22 3.24 -0.56
C47 1.24 4.16 -1.11
C48 1.06 5.28 -1.96
C49 2.17 5.82 -2.62
C50 3.45 5.31 -2.38
C51 3.64 4.25 -1.49
C52 2.53 3.66 -0.87
C53 -1.50 4.46 -0.22
C54 -1.84 4.79 1.10
C55 -2.95 5.61 1.35
C56 -3.70 6.12 0.29
C57 -3.34 5.83 -1.03
C58 -2.24 5.01 -1.29
C59 0.30 2.53 1.01
C60 1.16 3.28 1.83
C61 1.66 2.73 3.00
C62 1.26 1.44 3.38
C63 0.35 0.72 2.61
C64 -0.14 1.26 1.42
C65 0.33 -0.64 -3.79
H12 0.80 1.08 -6.73
H13 1.95 2.20 -2.74
H14 1.87 0.65 -0.94
H15 0.28 -1.98 -1.34
H16 1.53 -2.79 0.60
H17 2.69 -1.89 2.61
H18 5.87 0.98 2.23
H19 3.74 -0.30 -1.26
H20 -2.92 -1.29 -1.64
H21 -2.85 -3.45 -2.85
H22 -2.99 -3.48 -5.35
H23 -3.28 -1.36 -6.61
H24 -3.43 0.80 -5.39
H25 -5.46 0.01 -2.36
H26 -7.20 -0.06 -0.62
H27 -6.89 1.17 1.54
H28 -4.76 2.42 1.93
H29 -2.99 2.45 0.21
H30 -5.48 2.97 -2.80
H31 -6.15 4.84 -4.30
H32 -4.51 5.80 -5.92
H33 -2.22 4.79 -6.11
H34 -1.63 2.81 -4.77
H35 0.07 5.71 -2.09
H36 2.02 6.64 -3.32
H37 4.32 5.75 -2.89
H38 4.64 3.88 -1.27
H39 2.69 2.81 -0.21
H40 -1.24 4.40 1.93
H41 -3.21 5.85 2.39
H42 -4.56 6.76 0.48
H43 -3.91 6.23 -1.87
H44 -1.96 4.77 -2.32
H45 1.46 4.29 1.54
H46 2.36 3.31 3.61
H47 1.67 1.00 4.29
H48 0.02 -0.28 2.93
H49 -0.84 0.69 0.80
H50 -0.04 -1.61 -3.44

Löwdin atomic charge list, values in e, 5 entries: C -0.099; C -0.088; C -0.072; C -0.257; P 0.660